# 1
{"formula": "C26H19CrN2O3", "method": "ωB97M-V/def2-TZVPD", "orbital_gap_ev": [6.7428, 5.9774], "homo_ev": [-12.6, -14.2], "e_lumo_ev": [-5.83, -8.24], "total_charge": 2, "e_tot_ha": -2381.2105, "multiplicity": 4, "species": ["O", "C", "Cr", "C", "O", "C", "O", "C", "C", "C", "C", "C", "C", "C", "C", "C", "C", "C", "C", "C", "C", "C", "H", "H", "H", "H", "H", "H", "H", "H", "H", "H", "H", "C", "C", "C", "C", "C", "C", "C", "N", "C", "N", "H", "H", "H", "H", "H", "H", "H", "H"], "xyz": [[4.98867, 4.94559, 1.37891], [4.83800, 3.81557, 1.13702], [4.55397, 1.93318, 1.04755], [3.06616, 2.26552, 2.14993], [2.24789, 2.59410, 2.91396], [5.58471, 1.97754, 2.65699], [6.12113, 2.16326, 3.67525], [5.96487, 1.24444, -0.42116], [4.96286, 1.98379, -1.06125], [3.61691, 1.64944, -0.85197], [3.26520, 0.46871, -0.16184], [1.87040, 0.05549, -0.08501], [0.67533, -0.15702, 0.04880], [-0.74132, -0.45151, 0.34686], [-1.55863, 0.80825, 0.54366], [-2.78276, 0.71361, 1.20913], [-3.61580, 1.83042, 1.28022], [-3.21459, 3.03593, 0.69336], [-1.94007, 3.15571, 0.13678], [-1.10231, 2.03454, 0.05847], [4.26860, -0.14165, 0.62020], [5.62007, 0.18313, 0.42607], [7.01293, 1.50991, -0.55902], [5.20281, 2.84299, -1.68788], [2.81148, 2.27571, -1.25445], [-0.86202, -1.10728, 1.21475], [-3.06904, -0.23586, 1.66907], [-4.57141, 1.75195, 1.79382], [-3.87913, 3.89999, 0.72634], [-1.58644, 4.11175, -0.24414], [-0.10112, 2.08550, -0.37498], [3.97394, -0.89968, 1.35608], [6.38180, -0.36760, 0.97817], [-5.23794, -4.15707, 0.53959], [-4.21965, -3.52863, -0.36656], [-3.27869, -2.57149, 0.08065], [-2.38600, -2.04239, -0.85826], [-2.47498, -2.45062, -2.17817], [-3.35516, -3.40410, -2.64321], [-4.23258, -3.93869, -1.70734], [-1.47575, -1.79583, -2.88187], [-0.78251, -1.00937, -2.04605], [-1.25871, -1.16808, -0.80688], [-5.83847, -4.87349, -0.03430], [-4.78346, -4.71065, 1.36999], [-5.93380, -3.42539, 0.96854], [-3.24505, -2.23748, 1.11567], [-3.32350, -3.70539, -3.68727], [-4.94834, -4.69328, -2.01922], [-1.27643, -1.88064, -3.87104], [0.04796, -0.38282, -2.33398]]}

# 2
{"formula": "C2H6N2O3", "method": "ωB97M-V/def2-TZVPD", "orbital_gap_ev": [8.3802, 8.2334], "smiles": "[H]/N=[NH+]\\[O-].CC(=O)O", "homo_ev": [-9.7, -9.9], "e_lumo_ev": [-1.32, -1.68], "e_tot_ha": -414.8688, "relative_energy_kj_mol": 595.61, "species": ["H", "N", "N", "O", "H", "C", "C", "O", "O", "H", "H", "H", "H"], "xyz": [[3.00816, -0.53809, -2.26324], [2.52874, -0.88470, -1.42535], [2.37052, 0.12560, -0.63950], [1.57261, 0.81871, -1.57451], [1.81271, -0.10374, 0.21162], [-2.15425, -0.09913, 1.29135], [-0.83941, 0.05476, 0.58681], [0.23480, -0.14295, 1.13168], [-0.95012, 0.54416, -0.64030], [-2.96902, -0.25725, 0.58519], [-2.40867, 0.80839, 1.84366], [-2.14901, -0.94851, 1.97185], [-0.05706, 0.62275, -1.07927]]}

# 3
{"formula": "C5H6O2", "method": "ωB97M-V/def2-TZVPD", "orbital_gap_ev": 8.3910, "smiles": "C=C=C=O.CC=O", "homo_ev": -9.0, "e_lumo_ev": -0.65, "e_tot_ha": -344.4966, "relative_energy_kj_mol": 276.46, "species": ["C", "C", "C", "O", "H", "H", "C", "C", "O", "H", "H", "H", "H"], "xyz": [[1.99897, -1.34502, 0.39838], [1.86096, -0.57932, -0.67136], [1.16772, 0.23777, -1.39673], [0.68433, 0.98982, -2.16248], [1.19372, -1.42159, 1.13327], [2.90607, -1.91674, 0.58695], [-1.86880, 0.74247, -0.12029], [-0.77215, 0.34633, 0.82268], [-0.72558, -0.72636, 1.38490], [-2.55673, 1.39681, 0.42876], [-2.40844, -0.14695, -0.45228], [-1.47946, 1.30299, -0.97538], [-0.00060, 1.11980, 1.02358]]}

# 4
{"formula": "C31H35Cl3GeN6O2PSSe3SiTeW", "method": "ωB97M-V/def2-TZVPD", "orbital_gap_ev": [5.2252, 5.2811], "homo_ev": [-7.0, -7.1], "e_lumo_ev": [-1.81, -1.77], "e_tot_ha": -13707.2448, "relative_energy_kj_mol": 531.24, "multiplicity": 2, "species": ["W", "Se", "Se", "Te", "Se", "N", "C", "C", "C", "C", "C", "C", "S", "O", "O", "N", "C", "N", "C", "C", "C", "N", "H", "H", "H", "H", "H", "H", "H", "H", "H", "N", "P", "C", "C", "C", "C", "C", "C", "C", "C", "C", "C", "C", "C", "C", "C", "C", "C", "C", "N", "H", "H", "H", "H", "H", "H", "H", "H", "H", "H", "H", "H", "H", "H", "H", "Cl", "Ge", "Cl", "Cl", "C", "Si", "C", "C", "C", "H", "H", "H", "H", "H", "H", "H", "H", "H", "H", "H"], "xyz": [[0.25193, 1.23672, 0.88314], [-0.11068, -0.24674, 3.00792], [0.35514, -1.53109, 4.77002], [3.51176, -2.26992, 1.17830], [1.98115, -0.28695, 0.90312], [6.62640, -0.44388, 3.67291], [5.69338, 0.46243, 3.25259], [4.65255, 0.86073, 4.10540], [3.66043, 1.69213, 3.64791], [3.70546, 2.16626, 2.33473], [4.78862, 1.87764, 1.51116], [5.77646, 1.04125, 1.97874], [2.20891, 2.97190, 1.85463], [2.22691, 4.32689, 2.27409], [1.13254, 2.12920, 2.55205], [1.52963, 2.73697, 0.39869], [2.10055, 2.22103, -0.76124], [3.31456, 2.54248, -1.12498], [3.76423, 1.97466, -2.24848], [2.95488, 1.13518, -2.98313], [1.69483, 0.85841, -2.50544], [1.23269, 1.35037, -1.34076], [6.36829, -1.01066, 4.46235], [7.12738, -0.93502, 2.95232], [4.60347, 0.47085, 5.11413], [2.83355, 1.96758, 4.28888], [4.84000, 2.29741, 0.52268], [6.60455, 0.77482, 1.33416], [4.77760, 2.22793, -2.52947], [3.29128, 0.69028, -3.90852], [1.00523, 0.22098, -3.03700], [-2.61930, -1.09297, -0.46439], [-0.94193, -1.17557, -0.08325], [-0.80080, -2.94964, 0.45400], [-0.03362, -3.36966, 1.53024], [0.04401, -4.71984, 1.85401], [-0.64053, -5.65313, 1.09765], [-1.39243, -5.24361, 0.00335], [-1.47289, -3.90156, -0.31770], [-0.29684, -1.47967, -1.77354], [0.94011, -2.11954, -1.88665], [1.47394, -2.39770, -3.13438], [0.75870, -2.09033, -4.28494], [-0.48517, -1.48798, -4.17932], [-1.00798, -1.17510, -2.92932], [-3.58704, -1.03956, 0.53128], [-4.93964, -1.21006, 0.22260], [-5.85040, -1.25968, 1.25645], [-5.39533, -1.14672, 2.56447], [-4.04955, -0.94191, 2.76552], [-3.15474, -0.86355, 1.77398], [-2.93843, -1.51740, -1.31980], [0.52921, -2.66694, 2.12066], [0.64890, -5.02179, 2.69891], [-0.58248, -6.70361, 1.35372], [-1.91288, -5.97286, -0.60462], [-2.05334, -3.59842, -1.18034], [1.49059, -2.41632, -1.00204], [2.44545, -2.87199, -3.19417], [1.17222, -2.31019, -5.26109], [-1.05614, -1.25924, -5.07092], [-1.96271, -0.67090, -2.87435], [-5.24433, -1.30375, -0.81229], [-6.90196, -1.40551, 1.04772], [-6.07190, -1.19503, 3.40543], [-3.64595, -0.84147, 3.76923], [-3.79040, 2.64348, 2.23734], [-1.62096, 2.29050, 2.55140], [-0.81879, 4.21289, 1.60079], [-1.50496, 2.79047, 4.67271], [-1.07477, 2.20669, -3.67732], [-2.14049, 2.26377, -2.11799], [-3.78580, 1.36397, -2.38715], [-2.61902, 4.07761, -1.90769], [-1.38444, 1.68963, -0.48967], [-1.54097, 2.83500, -4.43969], [-0.95857, 1.20712, -4.09689], [-0.07788, 2.60860, -3.49096], [-4.38279, 1.94123, -3.09779], [-4.34933, 1.31219, -1.45235], [-3.70689, 0.35271, -2.78904], [-3.21178, 4.41800, -2.76029], [-1.74440, 4.72720, -1.82944], [-3.22051, 4.22399, -1.00762], [-2.28334, 1.80456, 0.13360], [-0.75240, 2.59379, -0.28898]]}